40
Properties=species:S:1:pos:R:3:lowdin_charge:R:1 method="wB97M-V/def2-TZVPD" relative_energy_kcal_mol=6.0 smiles="Cc1ccc(C(=O)NNc2cc(=O)n(C)c(=O)n2C)cc1C" gap_ev=9.0 homo_energy_ev=-8.6 e_tot_ev=-27951.1412
C -6.475 -0.189 -0.868 -0.0417
C -5.037 0.097 -0.574 -0.2280
C -4.448 1.272 -1.026 -0.0235
C -3.121 1.551 -0.768 -0.0073
C -2.354 0.658 -0.027 -0.1386
C -2.936 -0.525 0.420 0.0056
C -4.263 -0.818 0.150 -0.2250
C -4.860 -2.106 0.629 -0.0422
H -5.232 -2.689 -0.212 0.0857
H -5.700 -1.915 1.296 0.0851
H -4.123 -2.701 1.161 0.0769
H -2.346 -1.254 0.959 0.1070
C -0.935 1.007 0.221 -0.4320
O -0.260 1.695 -0.513 0.1039
N -0.407 0.472 1.369 0.0400
H -0.995 0.052 2.074 0.1425
N 0.900 0.767 1.770 0.0692
C 1.954 0.418 0.925 -0.2508
C 2.969 1.288 0.697 0.0580
C 4.117 0.926 -0.082 -0.4367
O 5.069 1.643 -0.313 0.0610
N 4.060 -0.378 -0.597 0.0264
C 3.063 -1.281 -0.367 -0.4437
O 3.092 -2.407 -0.816 0.0802
N 2.006 -0.858 0.437 0.0325
C 1.020 -1.862 0.777 -0.0113
H 1.455 -2.830 0.530 0.0927
H 0.108 -1.733 0.191 0.0877
H 0.796 -1.815 1.842 0.0951
C 5.154 -0.836 -1.434 -0.0038
H 5.624 -1.711 -0.984 0.0984
H 4.777 -1.110 -2.419 0.0994
H 5.866 -0.018 -1.512 0.0869
H 2.933 2.297 1.071 0.1198
H 1.001 1.743 2.048 0.1476
H -2.661 2.458 -1.130 0.1199
H -5.039 1.975 -1.594 0.1129
H -7.036 -0.329 0.055 0.0857
H -6.571 -1.103 -1.453 0.0866
H -6.924 0.628 -1.427 0.0779